No. 1
{
  "formula": "CH2Cl2O3S",
  "method": "the ωB97M-V functional and the def2-TZVPD basis",
  "homo_ev": -10.39,
  "gap_ev": 8.76,
  "fmax_ha_per_bohr": 0.11786,
  "total_charge": 0,
  "lumo_energy_ev": -1.64,
  "species": ["C", "O", "O", "O", "S", "Cl", "Cl", "H", "H"],
  "positions_angstrom": [[-1.3740, -0.1737, -0.0489], [0.8183, 2.2020, -0.1394], [1.3349, -0.0290, -1.3180], [1.2848, 0.2680, 1.1176], [0.7237, 0.7798, -0.2670], [-1.2036, -1.6176, -1.0889], [1.7428, -1.4416, 1.1760], [-2.1532, 0.3586, -0.3830], [-1.1737, -0.3464, 0.9516]],
  "forces_ev_per_a": [[5.4655, -1.8416, -1.8616], [-0.0726, -0.4274, -0.1571], [-0.6261, 1.7732, 1.2316], [1.0630, -1.8279, 1.6129], [-2.2500, -2.0931, -2.7228], [-0.2833, 0.9523, 0.9613], [-0.4905, 1.6052, -0.0109], [-2.5007, 2.3899, -0.8856], [-0.3053, -0.5307, 1.8322]],
  "nbo_charge": [-0.4079, -0.8624, -0.8889, -0.7118, 2.1721, 0.0070, 0.2828, 0.2017, 0.2073]
}

No. 2
{
  "formula": "CH2Cl3Fe",
  "method": "the ωB97M-V functional and the def2-TZVPD basis",
  "s_squared": 8.760,
  "homo_ev": [-19.65, -19.44],
  "gap_ev": [8.98, 5.73],
  "fmax_ha_per_bohr": 0.04222,
  "total_charge": 2,
  "lumo_energy_ev": [-10.67, -13.72],
  "multiplicity": 6,
  "species": ["Fe", "Cl", "C", "Cl", "Cl", "H", "H"],
  "positions_angstrom": [[-3.7413, -0.3298, 1.6150], [-1.5909, -0.7668, 2.0491], [0.9687, 0.1386, -0.6755], [0.9549, 1.8660, -0.4844], [2.4463, -0.4482, -1.4297], [0.8108, -0.3440, 0.2991], [0.1514, -0.1159, -1.3737]],
  "forces_ev_per_a": [[1.7911, -0.4693, 0.6020], [-2.0616, 0.4593, -0.5021], [1.4972, 1.1059, -0.5698], [-0.2052, -0.4889, 0.0758], [-0.8317, -0.0619, 0.4386], [-0.0554, -0.2664, -0.0304], [-0.1344, -0.2787, -0.0142]],
  "lowdin_spin": [3.7751, 0.2238, 0.1207, 0.2931, 0.4769, 0.0469, 0.0634]
}

No. 3
{
  "formula": "CH2Cl3N3",
  "method": "the ωB97M-V functional and the def2-TZVPD basis",
  "homo_ev": -9.74,
  "gap_ev": 9.71,
  "fmax_ha_per_bohr": 0.07756,
  "total_charge": 0,
  "lumo_energy_ev": -0.03,
  "species": ["C", "N", "N", "N", "Cl", "Cl", "Cl", "H", "H"],
  "positions_angstrom": [[0.5876, 1.0342, -0.2559], [-0.5049, 1.5407, -0.2223], [1.5539, 0.3196, -0.5641], [-2.7334, -0.5162, 0.6030], [-0.8963, 3.1736, -0.3829], [-2.9744, -1.3928, -0.8484], [-3.4903, 0.9693, 0.2537], [2.1518, -0.2914, 0.0274], [-1.7380, -0.5729, 0.6256]],
  "forces_ev_per_a": [[3.2184, -2.1722, -0.9121], [-1.5060, 0.6431, 0.1338], [-0.9775, 0.3607, 0.9077], [-1.5597, -1.1818, -0.2192], [0.3545, -0.0397, 0.1739], [-0.0878, -1.4236, -0.7823], [0.4366, 1.0312, 0.7540], [-0.8560, 1.2433, -0.3298], [0.9775, 1.5389, 0.2739]],
  "nbo_charge": [0.6369, -0.5617, -0.6955, -0.6022, 0.1945, 0.0874, 0.1411, 0.4204, 0.3791]
}

No. 4
{
  "formula": "CH2ClN2O2",
  "method": "the ωB97M-V functional and the def2-TZVPD basis",
  "homo_ev": -4.70,
  "gap_ev": 8.83,
  "fmax_ha_per_bohr": 0.04577,
  "total_charge": -1,
  "lumo_energy_ev": 4.13,
  "species": ["C", "N", "N", "O", "O", "Cl", "H", "H"],
  "positions_angstrom": [[-1.4219, -0.4732, 0.1920], [2.0707, 1.1179, 0.0089], [1.1807, 0.2111, -0.0588], [-1.4071, -1.3936, 1.0133], [-0.0414, 0.6052, 0.2345], [-1.1206, -0.9653, -1.6718], [-2.2712, 0.3180, 0.2536], [3.0108, 0.5799, 0.0283]],
  "forces_ev_per_a": [[-0.0396, -1.0533, 1.6852], [-0.0723, -1.3689, 0.7135], [0.4807, -0.4440, 0.7165], [0.1452, 1.7063, -1.6145], [0.2523, 1.2706, -0.0436], [-0.5873, -0.0865, -0.0631], [1.7542, -0.8111, -0.6564], [-1.9332, 0.7867, -0.7376]],
  "nbo_charge": [0.4828, -0.5143, 0.1122, -0.6817, -0.4909, -0.3373, 0.1314, 0.2978]
}

no.,E (eV)
1,-43087.675
2,-73000.884
3,-43102.401
4,-20665.705